1.
Formula: C10H16
Source: the Open Molecules 2025 dataset
Level of theory: ωB97M-V with the def2-TZVPD basis set

Values from the calculation:
orbital gap: 9.78 eV
LUMO energy: 1.01 eV

Structure (XYZ):
```
26
C10H16 (ωB97M-V with the def2-TZVPD basis set)
C 0.72 -2.25 -1.25
C 0.20 0.17 -1.85
C 1.00 -0.78 -1.15
C 0.62 1.51 -1.71
C 2.05 -0.42 -0.26
C 1.68 1.72 -0.83
C 2.30 0.91 0.02
H -0.58 -0.12 -2.54
H 0.16 2.40 -2.14
H 0.51 -2.69 -0.31
H 1.75 -2.64 -1.71
H 2.67 -1.06 0.38
H 1.89 2.86 -0.98
H 2.94 1.17 0.89
H -0.20 -2.44 -1.90
C -1.79 -0.30 1.03
C -1.23 -0.54 2.48
C -1.88 1.21 0.53
H -1.10 -0.75 0.30
H -2.89 -0.58 1.05
H -1.92 -0.44 3.20
H -2.62 1.28 -0.39
H -0.45 0.08 2.77
H -0.88 -1.61 2.65
H -2.06 1.88 1.40
H -0.89 1.44 0.35
```

2.
Formula: C10H16
Source: the Open Molecules 2025 dataset
Level of theory: ωB97M-V with the def2-TZVPD basis set

Values from the calculation:
orbital gap: 10.14 eV
LUMO energy: 1.05 eV

Structure (XYZ):
```
26
C10H16 (ωB97M-V with the def2-TZVPD basis set)
C 1.41 1.67 -1.37
C 1.62 -1.98 -0.37
C 1.56 -0.82 -1.14
C 1.81 -1.83 0.99
C 1.72 0.43 -0.57
C 2.03 -0.60 1.56
C 1.89 0.57 0.82
H 1.64 -2.98 -0.76
H 1.46 -0.89 -2.22
H 1.95 -2.68 1.65
H 2.37 -0.66 2.59
H 2.19 2.43 -1.28
H 0.48 2.12 -1.04
H 1.89 1.57 1.24
H 1.37 1.44 -2.44
C -1.94 -0.19 0.60
C -2.65 -0.60 -0.72
C -2.19 1.29 0.82
H -2.35 -0.86 1.36
H -0.87 -0.36 0.71
H -1.96 -0.64 -1.56
H -3.21 1.52 1.12
H -3.52 0.03 -0.84
H -3.10 -1.59 -0.56
H -1.55 1.81 1.54
H -2.03 1.81 -0.13
```

3.
Formula: C10H16
Source: the Open Molecules 2025 dataset
Level of theory: ωB97M-V with the def2-TZVPD basis set

Values from the calculation:
orbital gap (alpha / beta): 10.09 / 6.26 eV
charge: +1
2S+1: 2
LUMO energy (alpha / beta): -4.32 / -8.14 eV

Structure (XYZ):
```
26
C10H16 (ωB97M-V with the def2-TZVPD basis set)
C -1.43 -1.66 -1.82
C -1.35 -0.16 -2.14
C -0.27 -2.13 -0.93
H -2.36 -1.89 -1.33
H -1.31 -2.15 -2.78
H -0.42 0.10 -2.64
H -0.48 -3.14 -0.58
H -1.67 0.43 -1.30
H -2.10 0.01 -2.91
H 0.71 -2.04 -1.39
H -0.20 -1.51 -0.02
C 2.74 0.95 0.37
C 1.39 0.95 0.95
C 1.06 0.08 2.03
C 0.39 1.83 0.41
C -0.16 0.17 2.63
C -0.92 1.70 0.81
C -1.15 0.99 1.99
H 2.77 0.54 -0.65
H 3.45 0.32 0.91
H 1.76 -0.70 2.30
H 0.66 2.52 -0.38
H -0.50 -0.40 3.48
H -1.62 2.29 0.23
H -2.13 0.95 2.46
H 3.13 1.94 0.30
```

4.
Formula: C10H16BrCl3OPd
Source: the Open Molecules 2025 dataset
Level of theory: ωB97M-V with the def2-TZVPD basis set

Values from the calculation:
orbital gap (alpha / beta): 4.79 / 5.40 eV
charge: -2
2S+1: 5
LUMO energy (alpha / beta): 5.25 / 4.19 eV

Structure (XYZ):
```
32
C10H16BrCl3OPd (ωB97M-V with the def2-TZVPD basis set)
C -0.65 0.82 -0.55
C -0.85 -0.57 -0.83
C 0.44 -1.19 -0.90
C -2.10 -1.27 -1.03
C 1.41 -0.21 -0.54
C 0.74 1.04 -0.33
C 1.38 2.34 -0.05
C -1.70 1.86 -0.53
C 0.70 -2.54 -1.41
C 2.86 -0.44 -0.52
Pd -0.69 0.36 2.82
Cl -2.38 -3.64 0.27
Cl -2.83 0.03 1.96
Cl -0.14 -1.85 2.64
H -2.95 -0.68 -0.69
H -2.12 -2.32 -0.31
H -2.24 -1.64 -2.05
H -0.05 -3.25 -1.03
H 1.70 -2.89 -1.14
H 0.63 -2.52 -2.51
H 3.09 -1.35 0.05
H 3.39 0.40 -0.07
H 3.24 -0.59 -1.54
H 2.40 2.20 0.34
H 0.80 2.89 0.70
H 1.45 2.95 -0.97
H -2.61 1.44 -0.09
H -1.92 2.22 -1.55
H -1.38 2.68 0.12
O -0.88 2.32 2.58
H -0.17 2.59 3.20
Br 1.45 0.83 3.95
```

5.
Formula: C10H16CaClYb
Source: the Open Molecules 2025 dataset
Level of theory: ωB97M-V with the def2-TZVPD basis set

Values from the calculation:
orbital gap (alpha / beta): 5.23 / 5.23 eV
charge: -2
2S+1: 2
LUMO energy (alpha / beta): 4.79 / 4.79 eV

Structure (XYZ):
```
29
C10H16CaClYb (ωB97M-V with the def2-TZVPD basis set)
Yb 0.40 -0.07 -3.92
Cl 0.93 0.97 -1.70
C -1.55 -0.44 -5.22
C 2.22 -1.26 -4.52
H -1.35 -1.20 -5.99
H -2.40 -0.79 -4.63
H -1.89 0.46 -5.75
H 2.05 -1.95 -5.36
H 2.58 -1.86 -3.67
H 3.06 -0.61 -4.81
Ca -0.25 -0.29 0.29
C -2.33 0.83 -0.12
C -0.83 -2.49 0.84
H -2.72 0.30 -1.00
H -3.02 0.71 0.74
H -2.20 1.89 -0.36
H -0.27 -3.32 1.30
H -1.91 -2.73 0.90
C 1.25 1.55 4.92
C 1.35 0.16 4.71
C 0.90 -0.41 3.48
C 0.39 0.47 2.56
C 0.23 1.82 2.70
C 0.68 2.37 3.94
H 1.59 1.98 5.87
H 1.77 -0.48 5.48
H 0.95 -1.49 3.30
H -0.21 2.45 1.92
H 0.58 3.45 4.12
```

6.
Formula: C10H16Cl2N2Ti
Source: the Open Molecules 2025 dataset
Level of theory: ωB97M-V with the def2-TZVPD basis set

Values from the calculation:
orbital gap (alpha / beta): 7.21 / 7.21 eV
LUMO energy (alpha / beta): -0.57 / -0.57 eV

Structure (XYZ):
```
31
C10H16Cl2N2Ti (ωB97M-V with the def2-TZVPD basis set)
Ti 0.00 0.00 0.00
Cl 0.25 -2.31 0.25
Cl 1.66 0.11 1.71
C -1.20 0.74 1.16
H -2.26 0.93 0.97
H -0.87 0.95 2.18
C -0.97 -0.62 -2.16
C -1.90 0.18 -1.52
H -0.14 -0.16 -2.69
C -3.22 -0.37 -1.05
H -1.83 1.26 -1.63
C -3.19 -1.89 -0.91
H -3.52 0.10 -0.11
H -3.98 -0.07 -1.79
C -2.67 -2.52 -2.21
H -2.52 -2.17 -0.08
H -4.19 -2.26 -0.68
C -1.24 -2.06 -2.52
H -2.70 -3.61 -2.15
H -3.34 -2.23 -3.03
H -0.51 -2.71 -2.02
H -1.04 -2.15 -3.60
N 0.02 3.05 -0.38
C 0.71 4.00 -1.04
C 1.72 3.40 -1.77
C 1.59 2.05 -1.51
N 0.55 1.87 -0.67
H -0.79 3.21 0.25
H 0.50 5.06 -0.99
H 2.45 3.87 -2.41
H 2.20 1.25 -1.91
```

7.
Formula: C10H16Cl3F5O2TeW
Source: the Open Molecules 2025 dataset
Level of theory: ωB97M-V with the def2-TZVPD basis set

Values from the calculation:
orbital gap (alpha / beta): 5.75 / 5.77 eV
charge: -2
2S+1: 3
LUMO energy (alpha / beta): 4.57 / 4.58 eV

Structure (XYZ):
```
38
C10H16Cl3F5O2TeW (ωB97M-V with the def2-TZVPD basis set)
C -0.62 0.89 -2.39
C -1.46 -0.27 -2.44
C -0.62 -1.44 -2.16
C -2.89 -0.34 -2.88
C 0.75 -0.99 -2.06
C 0.76 0.43 -2.21
C 2.01 1.25 -2.35
C -1.08 2.27 -2.76
C -1.11 -2.86 -2.15
C 1.94 -1.88 -2.00
W -0.49 -0.14 -0.47
Cl -2.65 -0.19 0.63
Cl 0.06 1.80 0.47
Cl 0.42 -1.65 1.05
H -3.44 0.58 -2.62
H -3.42 -1.20 -2.42
H -3.03 -0.47 -3.97
H -2.02 -2.91 -1.53
H -0.33 -3.49 -1.69
H -1.35 -3.30 -3.14
H 1.67 -2.79 -1.48
H 2.74 -1.36 -1.49
H 2.34 -2.14 -2.98
H 2.81 0.69 -1.82
H 1.94 2.30 -1.83
H 2.38 1.27 -3.40
H -2.01 2.46 -2.23
H -1.26 2.46 -3.83
H -0.31 2.97 -2.45
O 1.80 3.13 -0.81
H 2.63 3.32 -0.33
F -0.39 0.63 6.32
Te 0.96 0.53 4.95
F 1.94 1.79 6.05
F -0.05 1.96 4.15
F 1.84 -0.80 6.00
F -0.34 -0.79 4.47
O 2.01 0.30 3.48
```

8.
Formula: C10H16Cl3NO3Os
Source: the Open Molecules 2025 dataset
Level of theory: ωB97M-V with the def2-TZVPD basis set

Values from the calculation:
orbital gap (alpha / beta): 3.43 / 4.78 eV
charge: -2
2S+1: 5
LUMO energy (alpha / beta): 4.65 / 4.20 eV

Structure (XYZ):
```
34
C10H16Cl3NO3Os (ωB97M-V with the def2-TZVPD basis set)
C 1.22 0.25 -0.30
C 0.50 1.10 0.62
C -0.80 1.35 0.05
C 1.09 1.85 1.76
C -0.91 0.62 -1.17
C 0.33 -0.04 -1.41
C 0.69 -0.70 -2.69
C 2.70 0.02 -0.29
C -1.81 2.29 0.60
C -2.08 0.63 -2.09
Os -0.11 -1.19 0.67
Cl -0.20 0.48 5.14
Cl 1.09 -1.37 2.54
Cl -2.10 -0.64 1.72
H 2.06 1.44 2.02
H 0.45 1.79 2.65
H 1.21 2.91 1.48
H -1.77 2.30 1.70
H -2.83 2.01 0.29
H -1.62 3.31 0.24
H -3.02 0.51 -1.53
H -2.01 -0.19 -2.81
H -2.15 1.57 -2.65
H -0.16 -1.25 -3.10
H 1.52 -1.41 -2.54
H 1.00 0.04 -3.44
H 3.04 -0.13 0.74
H 3.23 0.88 -0.72
H 2.94 -0.87 -0.88
O 0.78 -2.40 -0.55
H 0.30 -3.24 -0.41
O -1.04 -4.90 2.00
N -0.41 -4.03 1.40
O -1.14 -2.99 0.98
```

9.
Formula: C10H16ClIr2Te
Source: the Open Molecules 2025 dataset
Level of theory: ωB97M-V with the def2-TZVPD basis set

Values from the calculation:
orbital gap (alpha / beta): 2.64 / 5.60 eV
charge: -1
2S+1: 9
LUMO energy (alpha / beta): 2.48 / 0.77 eV

Structure (XYZ):
```
30
C10H16ClIr2Te (ωB97M-V with the def2-TZVPD basis set)
Ir -0.34 1.05 -0.78
Cl -1.42 2.59 -2.21
C -1.86 -0.10 -0.21
H -1.58 -0.69 0.68
H -2.10 -0.74 -1.06
H -2.70 0.57 0.03
Ir 0.50 0.93 -3.25
C 2.34 0.70 -3.83
C -0.50 0.06 -4.70
C 0.41 -0.58 -2.01
H -0.68 -0.99 -4.42
H -1.45 0.61 -4.82
H 0.11 0.12 -5.62
H 2.76 -0.22 -3.38
H 2.38 0.64 -4.94
H 2.90 1.58 -3.48
H -0.35 -1.38 -2.16
H 1.39 -0.87 -1.56
Te 0.81 1.66 1.26
C 0.28 0.47 2.95
C -0.99 0.57 3.55
C -1.28 -0.25 4.65
C -0.31 -1.13 5.14
C 0.96 -1.21 4.54
C 1.27 -0.40 3.44
H -1.71 1.28 3.15
H -2.26 -0.19 5.13
H -0.54 -1.77 6.00
H 1.71 -1.89 4.95
H 2.24 -0.42 2.96
```

10.
Formula: C10H16ClN2
Source: the Open Molecules 2025 dataset
Level of theory: ωB97M-V with the def2-TZVPD basis set

Values from the calculation:
orbital gap: 9.11 eV
charge: +1
LUMO energy: -3.31 eV

Structure (XYZ):
```
29
C10H16ClN2 (ωB97M-V with the def2-TZVPD basis set)
C 0.12 -0.64 -0.38
C 0.23 0.81 -0.60
C -2.20 -0.72 -0.09
C 1.18 1.40 -1.29
C 1.19 -1.45 -0.09
C -2.07 1.19 -0.44
C 2.36 -3.70 0.21
C -0.76 3.14 -0.27
C -0.66 1.48 1.48
C 1.05 -2.84 0.39
N -1.11 -1.28 -0.22
N -0.81 1.70 0.02
Cl -3.65 -1.57 0.17
H 1.19 2.49 -1.54
H 1.99 0.87 -1.86
H 2.18 -1.07 0.02
H -2.22 1.11 -1.63
H -2.94 1.80 -0.21
H 3.01 -3.42 1.01
H 2.71 -3.37 -0.72
H 2.30 -4.72 0.16
H -1.67 3.69 0.08
H 0.18 3.63 0.11
H -0.64 3.36 -1.39
H -0.74 0.47 1.69
H 0.20 1.85 2.05
H -1.43 1.94 2.00
H 0.82 -2.87 1.48
H 0.20 -3.31 -0.13
```

11.
Formula: C10H16ClO11PS
Source: the Open Molecules 2025 dataset
Level of theory: ωB97M-V with the def2-TZVPD basis set

Values from the calculation:
orbital gap: 9.75 eV
LUMO energy: -0.05 eV

Structure (XYZ):
```
40
C10H16ClO11PS (ωB97M-V with the def2-TZVPD basis set)
O -1.90 3.38 0.47
C -2.08 3.39 -0.66
Cl -2.79 4.81 -1.49
C -1.71 2.23 -1.61
O -0.71 2.74 -2.49
P -0.37 1.72 -3.70
O -1.51 1.47 -4.56
O 0.26 0.34 -3.15
O 0.75 2.48 -4.62
S 2.09 2.94 -3.62
H -2.61 1.87 -2.12
H -1.34 1.42 -0.95
H 0.43 0.51 -2.20
H 1.89 2.30 -2.43
C -2.95 -2.24 -0.31
C -1.62 -2.42 -1.01
C -0.78 -3.53 -0.44
O 0.55 -3.08 -0.75
C 0.51 -1.73 -0.76
O 1.47 -1.02 -0.74
O -0.77 -1.28 -0.80
H -3.57 -3.13 -0.42
H -2.81 -2.04 0.75
H -3.49 -1.39 -0.73
H -1.77 -2.53 -2.08
H -0.98 -4.49 -0.91
H -0.86 -3.63 0.64
C 2.83 1.39 2.45
C 2.55 0.17 3.29
C 1.83 -0.93 2.56
O 1.13 -1.58 3.63
C 0.88 -0.63 4.57
O 0.11 -0.76 5.47
O 1.63 0.48 4.35
H 3.48 1.15 1.61
H 1.90 1.82 2.06
H 3.30 2.17 3.05
H 3.48 -0.19 3.75
H 2.50 -1.61 2.06
H 1.09 -0.55 1.85
```

12.
Formula: C10H16ClPdV
Source: the Open Molecules 2025 dataset
Level of theory: ωB97M-V with the def2-TZVPD basis set

Values from the calculation:
orbital gap (alpha / beta): 6.29 / 7.17 eV
2S+1: 7
LUMO energy (alpha / beta): -0.90 / -1.86 eV

Structure (XYZ):
```
29
C10H16ClPdV (ωB97M-V with the def2-TZVPD basis set)
V -2.84 0.97 1.74
Cl -1.85 -0.47 0.34
C -4.21 2.24 0.84
C -4.03 -0.07 3.09
H -4.94 2.60 1.58
H -3.70 3.09 0.36
H -4.74 1.66 0.07
H -4.77 0.58 3.59
H -3.40 -0.58 3.84
H -4.57 -0.84 2.52
Pd 0.66 0.36 -0.14
C -0.35 1.21 -1.70
C 0.86 1.17 1.53
H -1.21 1.77 -1.29
H 0.35 1.88 -2.22
H -0.67 0.40 -2.37
H 1.41 0.64 2.34
H 0.36 2.14 1.75
C 4.33 -2.31 -1.90
C 4.40 -1.84 -0.58
C 3.32 -1.10 -0.04
C 2.22 -0.87 -0.84
C 2.10 -1.36 -2.12
C 3.17 -2.10 -2.66
H 5.19 -2.84 -2.34
H 5.29 -2.02 0.01
H 3.33 -0.68 0.96
H 1.20 -1.15 -2.69
H 3.11 -2.48 -3.68
```

Number 1: strongest force on any atom 7.60 eV/A. Number 2: strongest force on any atom 1.64 eV/A. Number 3: strongest force on any atom 1.81 eV/A. Number 4: strongest force on any atom 2.48 eV/A. Number 5: strongest force on any atom 3.78 eV/A. Number 6: strongest force on any atom 4.01 eV/A. Number 7: strongest force on any atom 5.75 eV/A. Number 8: strongest force on any atom 2.66 eV/A. Number 9: strongest force on any atom 3.39 eV/A. Number 10: strongest force on any atom 6.15 eV/A. Number 11: strongest force on any atom 4.25 eV/A. Number 12: strongest force on any atom 3.99 eV/A.